Here is a cluster of 10 separate species, C36H108N10O12 in total in a non-equilibrium geometry from OMol25. Energies are from ωB97M-V with the def2-TZVPD basis set.

XYZ file:
```
166
C36H108N10O12 (ωB97M-V with the def2-TZVPD basis set)
O 2.01485 -8.72791 2.27363
O -4.53072 4.41346 0.45398
O -4.38023 -1.61471 -0.80190
O 0.74125 2.80644 3.40237
O 0.04349 0.10996 0.51495
O 4.39292 -0.76308 1.14742
O -1.09036 -0.99660 -0.93523
O -5.71433 -3.31002 4.53343
O 0.11037 -2.06269 0.50301
O -2.90190 1.99435 -4.05649
O 5.01873 2.80482 -0.63699
O 4.61529 -2.65028 -3.27651
N -3.40548 -4.67262 4.32428
N 6.26088 4.43685 -2.82046
N -2.38781 5.18957 -1.27835
N 1.38722 6.32884 4.39866
N 5.09802 -0.75544 -5.05912
N -2.69295 2.77525 -7.01720
N 1.98764 -1.54909 2.76817
N -2.78238 -2.78514 -2.71000
N 1.17100 -6.19055 2.91016
N -0.36724 -0.96992 0.07940
C -3.18450 3.64959 -5.87379
C -3.59237 1.02502 -3.27635
C -4.95847 -2.97213 3.42404
C 4.23936 -0.50389 2.52766
C 5.98958 6.42178 -1.30916
C 5.76308 -1.07750 0.91801
C 4.80856 4.19319 -0.83939
C 0.87821 -6.72280 1.54016
C 3.89505 1.99698 -0.36802
C -4.67678 -4.05295 -3.74565
C -2.53106 -2.93352 2.64678
C 1.04378 -9.78785 2.34617
C -7.00910 -2.69262 4.56683
C 1.69965 4.89452 3.96272
C 6.04604 4.91405 -1.40001
C -2.56823 3.81895 -0.61630
C -0.35632 1.92527 3.63269
C -5.27864 -0.84669 0.02684
C 3.03956 -0.24675 4.67144
C -3.84787 2.77122 -4.83421
C -4.95498 -2.68679 -1.50364
C 0.55744 3.94150 4.23796
C 2.83131 -0.32791 3.16905
C -3.23863 3.99995 0.75268
C 0.88689 -5.63428 0.45956
C 1.82877 -7.86471 1.19586
C 4.64992 -0.34224 -3.65988
C 3.89890 -3.87083 -3.26455
C -4.05590 4.72995 -6.49170
C -1.27542 2.99508 -0.44777
C -4.30219 -2.88623 -2.85670
C 3.90264 -1.46396 -2.97904
C 3.02800 4.43832 4.58098
C 3.71743 0.88072 -3.81802
C -5.35133 4.55660 1.63918
C -3.50031 -3.25255 3.79024
H -2.64206 4.71650 1.34132
H 3.87129 4.41994 -1.36470
H -3.26684 3.31404 -1.28017
H 0.52352 6.69437 4.00095
H -3.66798 -5.42517 3.68411
H 4.64234 -1.35871 3.08661
H -5.53694 3.56066 2.03971
H -3.26030 -2.65130 4.66765
H 3.81363 5.19488 4.59457
H -4.57971 5.28288 -5.71241
H -4.51591 2.02237 -5.27411
H 2.06566 -5.71985 3.06021
H -0.63434 3.01206 -1.33517
H -2.48041 -2.11674 -1.98324
H 3.17576 -3.87236 -4.09399
H 4.01011 -1.32362 -1.89670
H 5.88991 -1.22234 -0.15539
H 1.47017 6.40985 5.41735
H 2.81681 -7.48683 0.91195
H 4.12713 0.95179 -0.55778
H -4.39363 3.36337 -4.09555
H -2.22215 5.92968 -0.59126
H 6.35892 3.43166 -2.95370
H 0.49745 -5.58328 3.37785
H -2.26125 3.98349 -5.39348
H -1.47848 1.94891 -0.23538
H -4.82138 -3.60103 -0.91056
H 6.03085 -2.02916 1.38568
H 4.68272 4.58497 0.17887
H 1.82961 -5.44293 -0.05185
H -3.99111 -4.81202 5.15992
H -4.07079 0.35792 -4.00239
H 1.91723 4.96098 2.89526
H 7.09545 4.88218 -3.21930
H 1.29575 -10.42867 1.50352
H 5.22687 6.87137 -1.95892
H 2.52573 -2.39132 2.95106
H 2.85225 -1.61411 -3.24882
H -4.96306 -1.91707 3.12437
H -6.27523 5.02400 1.31079
H 4.29954 -1.12212 -5.58197
H 4.05797 1.75675 -4.36547
H 3.40428 3.64814 3.93403
H -2.11933 3.38477 -7.60720
H 5.78435 -1.51190 -4.97066
H -0.41586 4.40764 4.01110
H -2.29069 -2.51545 -3.55922
H 1.55264 -1.49027 1.82553
H 4.63683 -4.63071 -3.50147
H -0.41497 1.74616 4.71030
H 3.58640 1.17479 -2.76077
H 1.48922 -8.29201 0.24483
H -1.28390 2.35627 3.24727
H -2.96732 0.33635 -2.70446
H -3.26357 5.47076 -1.72389
H -0.65138 3.42448 0.34165
H -7.62968 -3.10147 5.35740
H -3.49436 5.43233 -7.10591
H 0.48742 -4.65529 0.75430
H -3.09369 3.05052 1.28397
H 3.72025 0.55629 4.94890
H -2.69141 -1.89669 2.35321
H -4.48562 -1.97731 -3.43847
H -6.02343 -2.54623 -1.68885
H -7.47535 -2.70991 3.58152
H 5.43556 0.01396 -5.63828
H 5.81535 6.83000 -0.31876
H 3.44425 -1.13948 5.15324
H 3.27330 -4.02624 -2.38256
H -1.58872 5.16085 -1.90725
H -5.86198 -1.54549 0.62747
H -4.39485 -5.01140 -3.31194
H -4.22401 -3.90666 -4.72835
H -6.88437 -1.63860 4.83976
H -4.72090 -0.13959 0.63162
H 1.10956 -1.54146 3.29152
H 0.41760 3.66844 5.29053
H -4.88654 5.22292 2.36706
H 0.13856 -5.87758 -0.29729
H -2.33753 -3.64365 -2.37604
H -2.55376 -3.56686 1.75920
H -0.15037 -7.08414 1.53121
H 2.14760 6.92365 4.05825
H 0.92835 -10.23665 3.32883
H -5.73941 -4.03040 -3.98924
H 6.51057 -0.34774 1.23727
H 2.80551 4.09647 5.59148
H 2.95301 2.20559 -0.89148
H 1.17685 -6.97279 3.58537
H 2.25921 0.52328 2.80046
H -5.21473 -3.56413 2.53259
H -4.27208 1.49114 -2.55987
H 2.07150 -0.06458 5.14490
H -2.16690 1.94821 -6.73812
H -2.46361 -4.83631 4.67696
H -0.23144 0.94025 3.18321
H -3.43536 2.46620 -7.65485
H 2.71193 0.59457 -4.12730
H 5.47137 4.76271 -3.38082
H 6.85887 4.52105 -0.78672
H 3.66431 2.08585 0.70072
H 5.55854 -0.09207 -3.11647
H -4.85210 4.28472 -7.09319
H -1.47696 -2.96024 2.94705
H -5.92956 -0.34211 -0.68918
H -0.00300 -9.47184 2.19581
H 6.87468 6.87323 -1.76515
H 4.77542 0.41172 2.79388
```

Summary:
HOMO level   -23.40 eV
2S+1   1
Charge   +8
Kohn-Sham gap   8.15 eV